# 1
The following is a quantum chemistry calculation of a 2-piece molecular cluster, C2H4ClN overall, from the Open Molecules 2025 dataset.

Results
HOMO-LUMO gap (spin up / spin down) = 8.0 / 9.8 eV
energy above the lowest of the compared OMol25 structures with the same formula, charge and spin = 5.291 eV
charge = 0
highest occupied orbital energy (spin up / spin down) = -8.147 / -9.782 eV
total energy = -593.34672 a.u.
LUMO level (spin up / spin down) = -0.2 / 0.0 eV
multiplicity = 1

Last column: Löwdin charge in e.
Atoms and positions in Å:
C (-0.5408, -0.0686, -0.2932)  -0.849
Cl (-2.2001, -0.1587, 0.0493)  0.625
N (0.3230, 0.9775, -0.1111)  -0.002
H (0.4788, -0.3749, 1.6356)  0.100
C (0.6229, -0.2873, 0.5642)  -0.178
H (-0.2153, -1.0804, -2.4207)  0.101
H (0.0471, 1.8067, 0.4029)  0.112
H (1.4843, -0.8142, 0.1730)  0.089

=====

# 2
The following is a quantum chemistry calculation of one molecule with the formula C2H4ClN2P, from the Open Molecules 2025 dataset.

Results
HOMO-LUMO gap = 9.4 eV
energy above the lowest of the compared OMol25 structures with the same formula, charge and spin = 1.045 eV
charge = 0
highest occupied orbital energy = -8.841 eV
total energy = -989.63914 a.u.
LUMO level = 0.5 eV
multiplicity = 1

Last column: Löwdin charge in e.
Atoms and positions in Å:
P (-0.5498, 1.8512, -0.1084)  0.439
N (0.6600, 0.8036, -0.7203)  -0.355
Cl (0.0104, 2.2346, 1.6943)  0.225
C (0.6193, -0.6094, -0.2109)  -0.274
H (1.2484, -0.9202, 0.5881)  0.083
C (-0.7919, -0.8662, 0.3335)  -0.373
H (0.8543, -1.3425, -0.9827)  0.100
H (-0.9870, -1.9899, 0.6800)  0.135
H (0.5807, 0.8040, -1.8152)  0.106
N (-1.6444, 0.0347, 0.5416)  -0.087

=====

# 3
The following is a quantum chemistry calculation of one molecule with the formula C2H4ClNO, from the Open Molecules 2025 dataset.

Results
HOMO-LUMO gap = 9.3 eV
energy above the lowest of the compared OMol25 structures with the same formula, charge and spin = 3.159 eV
charge = 0
highest occupied orbital energy = -8.928 eV
total energy = -668.68804 a.u.
LUMO level = 0.4 eV
multiplicity = 1

Last column: Löwdin charge in e.
Atoms and positions in Å:
H (-0.0190, 0.7042, 1.3408)  0.065
H (0.2405, 1.5972, -0.2167)  0.110
N (1.3606, -0.1960, 0.1904)  -0.365
Cl (1.6289, -0.4625, -1.5933)  0.518
O (-1.2619, -1.3367, 0.1879)  0.027
C (0.2077, 0.5923, 0.3420)  -0.268
H (-2.1653, 0.3648, -0.6148)  0.112
C (-1.2938, -0.2419, -0.2409)  -0.191
H (1.3024, -1.0212, 0.6045)  -0.009

=====

# 4
The following is a quantum chemistry calculation of a 2-piece molecular cluster, C2H4ClNO overall, from the Open Molecules 2025 dataset.

Results
HOMO-LUMO gap (spin up / spin down) = 6.7 / 9.4 eV
energy above the lowest of the compared OMol25 structures with the same formula, charge and spin = 1.094 eV
charge = 0
highest occupied orbital energy (spin up / spin down) = -6.213 / -10.909 eV
total energy = -668.59624 a.u.
LUMO level (spin up / spin down) = 0.5 / -1.5 eV
expectation value of S² = 2.02
multiplicity = 3

Last column: Löwdin charge in e.
Atoms and positions in Å:
N (1.5514, 0.9762, -0.1585)  0.124
H (-0.5358, -1.3225, 0.8899)  0.171
H (-0.6887, 0.9071, -1.1228)  0.088
H (-1.0124, 1.1293, 0.7999)  0.063
C (-0.6590, 0.5446, -0.0541)  -0.228
C (2.1877, -0.0882, -0.0267)  -0.709
Cl (3.9547, -0.1983, 0.0760)  0.552
H (1.6555, -1.0568, -0.1006)  0.074
O (-0.4195, -0.7488, 0.0433)  -0.136

=====

# 5
The following is a quantum chemistry calculation of one molecule with the formula C2H4ClNS, from the Open Molecules 2025 dataset.

Results
HOMO-LUMO gap = 8.9 eV
energy above the lowest of the compared OMol25 structures with the same formula, charge and spin = 1.867 eV
charge = 0
highest occupied orbital energy = -8.731 eV
total energy = -991.67155 a.u.
LUMO level = 0.2 eV
multiplicity = 1

Last column: Löwdin charge in e.
Atoms and positions in Å:
C (0.2562, -1.1027, -0.0553)  -0.120
H (-0.3402, 2.1052, 0.2943)  0.041
H (-0.8130, -1.1688, 0.2803)  0.027
H (0.4467, -1.4771, -0.9906)  0.049
C (-0.6940, 1.1500, 0.0113)  -0.806
Cl (1.9477, 1.0585, -0.0482)  0.672
S (-2.2078, 0.6256, -0.1516)  0.659
N (0.3568, 0.3652, 0.0129)  -0.632
H (1.0476, -1.5560, 0.6469)  0.110

=====

# 6
The following is a quantum chemistry calculation of one molecule with the formula C2H4ClNS, from the Open Molecules 2025 dataset.

Results
HOMO-LUMO gap = 9.6 eV
energy above the lowest of the compared OMol25 structures with the same formula, charge and spin = 2.826 eV
charge = 0
highest occupied orbital energy = -9.109 eV
total energy = -991.63631 a.u.
LUMO level = 0.5 eV
multiplicity = 1

Last column: Löwdin charge in e.
Atoms and positions in Å:
H (1.5577, 1.3596, -0.6819)  0.033
H (-1.6689, -1.1586, 1.0079)  0.064
N (2.0619, -0.5798, 0.1229)  -0.449
H (-2.5515, -0.4008, -0.5312)  0.019
C (-1.8884, -0.3143, 0.3142)  -0.286
C (1.3710, 0.3553, -0.3240)  -0.716
S (-0.3788, 0.4591, -0.6045)  0.839
H (-2.2167, 0.4971, 0.7827)  -0.052
Cl (3.7137, -0.2176, -0.0861)  0.548